# 1
Here is C7H13Cl4InN2O3PS2 as an isolated structure from the Open Molecules 2025 dataset. Energies are from ωB97M-V/def2-TZVPD.

CARTESIAN COORDINATES (ANGSTROEM)
C -3.1600 -1.6990 0.0989
C -2.7449 -0.3375 -0.7715
S -0.9416 -0.4806 -1.3719
C -0.0734 1.1627 -1.1375
In 1.0916 1.0329 0.8176
C 3.0774 -0.0278 0.3186
C 2.7118 -1.6602 0.3437
O 3.1729 -2.4569 1.3475
N 0.1256 -0.2804 2.2637
C 1.1372 -0.4620 3.2156
S 2.3260 -0.5658 4.4738
P 1.3838 3.2716 1.9866
N 2.5207 4.2402 1.3635
O -0.1552 4.1140 1.8704
O 1.6281 2.9407 3.7089
H -2.8771 -1.5252 1.2219
H -4.2890 -2.0006 -0.0485
H -2.4405 -2.5496 -0.3082
H -3.3939 -0.3014 -1.7686
H -2.9166 0.6530 -0.1518
H 0.6434 1.3056 -2.0809
H -0.8406 2.0543 -1.1281
H 3.8387 0.1154 1.2236
H 3.5326 0.3157 -0.7053
H 2.0896 -2.2046 -0.4864
H 2.0272 5.1186 1.0385
H -0.8700 3.4580 2.1737
H 2.5993 2.8340 3.9205
C -1.8406 -3.2130 -4.2856
Cl -2.2214 -3.3417 -2.5499
Cl -3.2719 -3.6703 -5.2432
Cl -1.3804 -1.5351 -4.6699
Cl -0.4887 -4.3047 -4.6797

Computed properties:
**Net charge**: -1
**Electronic energy**: -102812.33141 eV
**Orbital gap**: 6.896 eV

Atom charges from the Löwdin analysis, given in e for atoms 1 to 6:
1. C -0.21
2. C -0.51
3. S 0.57
4. C -0.62
5. In 0.56
6. C -0.24

***

# 2
Here is one molecule with the formula C7H13ClNP from the Open Molecules 2025 dataset. Energies are from ωB97M-V/def2-TZVPD.

CARTESIAN COORDINATES (ANGSTROEM)
C -0.2963 1.8642 -2.1107
C -0.1358 1.4418 -0.9081
C 1.5399 -1.0642 1.5341
C -0.2311 -1.4216 -0.2316
C 1.0841 0.8217 -0.2459
C -2.5324 1.6445 1.7779
C 0.4609 -0.3619 0.6289
N -2.9059 0.4863 -0.5468
P -1.8054 1.3461 0.1845
Cl -1.4991 2.3454 2.9968
H -1.2687 2.1606 -2.2485
H 0.5214 2.1071 -2.8246
H 1.1834 -1.6897 2.3711
H 1.9561 -0.1087 1.9850
H 2.3491 -1.5619 1.0969
H -1.3337 -1.3260 -0.2997
H 0.0161 -2.3873 0.2413
H 0.3276 -1.3733 -1.1428
H 1.6008 1.4788 0.4027
H 1.8920 0.4134 -0.9680
H -3.4560 2.2298 1.6246
H -0.1437 0.1329 1.2998
H -2.5759 -0.0382 -1.3542

Computed properties:
**SMILES**: [H]/N=P(=C\Cl)\C(=C)CC(C)C
**Relative energy (zero: lowest compared OMol25 entry of this formula, charge and spin)**: 55.1 kcal per mole
**Electronic energy**: -30766.17768 eV
**Orbital gap (spin up / spin down)**: 7.628 / 7.632 eV

Atom charges from the Löwdin analysis, given in e for atoms 1 to 6:
1. C 0.00
2. C -0.35
3. C -0.06
4. C -0.07
5. C -0.16
6. C -0.79

***

# 3
Here is a 2-piece molecular cluster, C7H13ClO3Si overall from the Open Molecules 2025 dataset. Energies are from ωB97M-V/def2-TZVPD.

CARTESIAN COORDINATES (ANGSTROEM)
C -2.6960 -0.1394 1.4351
C 0.6169 -0.3323 1.9297
C -3.7391 0.7711 0.7427
C 0.5173 -1.4394 2.9834
C 0.2439 1.9020 -1.0244
C 2.5756 -1.0888 -1.6538
C 2.1353 -0.8334 -2.8861
O -2.8834 -0.6120 2.5423
O 1.6179 0.3335 1.7806
O -0.7664 1.4129 -0.1333
Si -0.8596 -0.0245 0.6487
Cl -0.8995 -1.5922 -0.7252
H -4.1436 0.2664 -0.0647
H -4.4336 1.0301 1.6219
H -3.3411 1.6027 0.2971
H 1.3032 -2.1397 2.6297
H -0.3350 -1.9229 2.9471
H 0.5060 -0.8611 3.9367
H 0.5027 1.4264 -1.9380
H 1.1797 1.9085 -0.3149
H 0.0376 2.9587 -1.0048
H 2.4869 -1.9838 -1.1253
H 2.8253 -0.3436 -0.9984
H 2.0837 0.1871 -3.2307
H 1.5795 -1.5519 -3.4570

Computed properties:
**SMILES**: CO[Si](Cl)(C(C)=O)C(C)=O.C=C
**Relative energy (zero: lowest compared OMol25 entry of this formula, charge and spin)**: 0.0 kcal per mole
**Electronic energy**: -34011.53256 eV
**Orbital gap**: 8.973 eV

Atom charges from the Löwdin analysis, given in e for atoms 1 to 6:
1. C -0.44
2. C -0.45
3. C -0.04
4. C -0.03
5. C -0.10
6. C -0.07

***

# 4
Here is one molecule with the formula C7H13FO3S from the Open Molecules 2025 dataset. Energies are from ωB97M-V/def2-TZVPD.

CARTESIAN COORDINATES (ANGSTROEM)
C -1.9206 -0.6981 0.0893
C 0.7733 0.0623 -1.3317
C 2.5564 1.3355 0.1426
C 2.2436 -1.1125 0.4414
C -3.6652 0.6651 -0.5241
C -0.9177 -0.8729 1.3093
C 1.5905 0.1572 -0.0632
O -1.9348 -1.3685 -0.9133
O -0.2603 1.6660 0.9572
O -2.6198 0.3721 0.3791
F -0.4389 -2.1702 1.2977
S 0.4422 0.4533 1.4175
H 0.0214 0.7847 -1.5535
H 1.4478 0.0055 -2.1218
H 0.3253 -1.0410 -1.4249
H 2.8127 1.4268 1.0834
H 2.0673 2.3013 -0.0825
H 3.4788 1.2564 -0.6125
H 1.6417 -2.0546 0.2449
H 3.2368 -1.2801 -0.0247
H 2.4814 -1.1780 1.4671
H -4.4661 1.3103 -0.0921
H -4.0342 -0.3000 -0.9107
H -3.4875 1.0829 -1.4393
H -1.3738 -0.8036 2.2646

Computed properties:
**Relative energy (zero: lowest compared OMol25 entry of this formula, charge and spin)**: 56.0 kcal per mole
**Electronic energy**: -27162.23568 eV
**Orbital gap**: 9.735 eV

Atom charges from the Löwdin analysis, given in e for atoms 1 to 6:
1. C -0.49
2. C -0.05
3. C -0.09
4. C -0.13
5. C -0.04
6. C -0.28

***

# 5
Here is an isolated ion of composition C7H13INS and charge +1 from the Open Molecules 2025 dataset. Energies are from ωB97M-V/def2-TZVPD.

CARTESIAN COORDINATES (ANGSTROEM)
C 0.5365 0.0582 -1.8050
C 0.0510 0.3395 -0.6415
C -0.7458 -0.9325 2.3718
C -0.7636 0.6656 2.4683
C 0.0706 -1.3277 1.0742
C 0.5436 0.9996 1.6639
C -0.0753 0.2668 -3.2819
N 0.6525 -0.0683 0.6419
S 1.0272 0.2587 -4.7003
I -1.2059 2.1155 -3.1357
H 1.4985 -0.5315 -1.9636
H -0.8344 0.9980 -0.6172
H -0.1801 -1.2811 3.2650
H -1.7144 -1.4143 2.4498
H -1.6239 1.1835 2.1760
H -0.6130 0.7461 3.5130
H 0.8101 -2.0585 1.2440
H -0.6386 -1.6807 0.3675
H 0.7356 2.0171 1.1245
H 1.2993 0.8617 2.3265
H -0.8551 -0.5520 -3.5141
H 1.6324 -0.0619 0.5160
H 0.3928 -0.6017 -5.5430

Computed properties:
**SMILES**: S[C@H](I)/C=C/[NH+]1CCCC1
**Net charge**: +1
**Relative energy (zero: lowest compared OMol25 entry of this formula, charge and spin)**: 0.0 kcal per mole
**Electronic energy**: -27886.94924 eV
**Orbital gap**: 9.077 eV

Atom charges from the Löwdin analysis, given in e for atoms 1 to 6:
1. C -0.18
2. C -0.15
3. C -0.09
4. C -0.08
5. C -0.07
6. C -0.07

***

# 6
Here is a 3-piece molecular cluster, C7H13N overall from the Open Molecules 2025 dataset. Energies are from ωB97M-V/def2-TZVPD.

CARTESIAN COORDINATES (ANGSTROEM)
C 0.5219 0.9745 1.6963
C -0.1739 1.2410 0.3249
C -0.6376 -0.0590 -0.2139
C -1.8918 -0.4115 -0.0647
N -2.9387 0.5146 -0.1689
C 0.2421 -1.0979 -0.8219
C 1.6300 -1.0615 -0.8285
C 2.4361 0.1260 -0.6924
H -0.1673 0.7850 2.5664
H 1.1191 1.8718 1.9894
H 1.2168 0.1433 1.5080
H 0.3524 1.8727 -0.3920
H -1.1771 1.8289 0.6351
H 2.4964 -3.3164 1.4039
H -3.8266 -0.0136 -0.3380
H -2.8477 1.1973 -0.8877
H 3.0260 -3.2986 2.1084
H -0.2428 -2.0942 -0.9875
H 2.2443 -1.8848 -1.2043
H 3.5245 -0.1123 -0.5836
H 2.0915 1.1489 -1.0348

Computed properties:
**Relative energy (zero: lowest compared OMol25 entry of this formula, charge and spin)**: 154.8 kcal per mole
**Electronic energy**: -8953.22186 eV
**Orbital gap**: 6.134 eV

Atom charges from the Löwdin analysis, given in e for atoms 1 to 6:
1. C -0.10
2. C -0.23
3. C -0.33
4. C -0.10
5. N 0.05
6. C -0.05

***

# 7
Here is one molecule with the formula C7H13N from the Open Molecules 2025 dataset. Energies are from ωB97M-V/def2-TZVPD.

CARTESIAN COORDINATES (ANGSTROEM)
C -1.8738 0.8972 0.5859
C -0.7979 -0.0154 0.0412
C -1.3371 -0.8843 -1.0680
C 0.0068 -0.8577 1.0943
C 1.3084 -1.1418 0.3829
C 1.5167 0.0401 -0.5319
C 1.2847 1.4147 0.0421
H -2.7822 0.2767 0.5797
H -1.6812 1.3263 1.5301
H -1.8858 1.6618 -0.2291
H -1.9256 -1.6502 -0.5654
H -1.7873 -0.3271 -1.9516
H -0.5194 -1.5731 -1.5578
H 0.1752 -0.2055 1.9873
H -0.5061 -1.6849 1.5136
H 1.4070 -2.1407 -0.1806
H 2.0917 -1.2348 1.1067
H 2.0168 -0.0037 -1.5285
H 1.2833 1.5059 1.1717
H 1.5845 2.3432 -0.4775
N 0.2689 0.7129 -0.6682

Computed properties:
**SMILES**: CC1(C)CC[C@@H]2CN21
**Relative energy (zero: lowest compared OMol25 entry of this formula, charge and spin)**: 39.0 kcal per mole
**Electronic energy**: -8958.24010 eV
**Orbital gap**: 9.849 eV

Atom charges from the Löwdin analysis, given in e for atoms 1 to 6:
1. C -0.02
2. C -0.58
3. C -0.06
4. C -0.13
5. C -0.16
6. C -0.26

***

# 8
Here is C7H13N as an isolated structure from the Open Molecules 2025 dataset. Energies are from ωB97M-V/def2-TZVPD.

CARTESIAN COORDINATES (ANGSTROEM)
C -1.9628 1.0647 -0.6827
C -1.0670 1.7496 0.3118
C 0.0845 0.8877 0.8141
N -0.3013 -1.3933 -1.2365
C 0.1211 -1.4782 0.1578
C -0.2472 -0.5544 1.0717
C 2.5442 -0.8814 -0.3146
C 1.4332 -1.4305 0.5725
H -2.5776 1.7892 -1.2183
H -1.2511 0.6438 -1.3508
H -2.7610 0.5431 -0.2420
H -0.6131 2.7297 -0.0770
H -1.7559 2.0307 1.1606
H 0.5084 1.4401 1.6518
H 0.7932 0.8171 -0.0538
H 0.6332 -1.4280 -1.7134
H -0.9373 -2.1734 -1.4783
H -0.4257 -0.8732 2.1069
H 3.0709 -1.5414 -1.0276
H 3.0509 0.0584 0.0034
H 1.6601 -2.0006 1.5444

Computed properties:
**Relative energy (zero: lowest compared OMol25 entry of this formula, charge and spin)**: 172.6 kcal per mole
**Electronic energy**: -8952.44609 eV
**Orbital gap**: 5.446 eV

Atom charges from the Löwdin analysis, given in e for atoms 1 to 6:
1. C -0.13
2. C -0.28
3. C -0.19
4. N 0.10
5. C -0.31
6. C -0.04

***

# 9
Here is one molecule with the formula C7H13N from the Open Molecules 2025 dataset. Energies are from ωB97M-V/def2-TZVPD.

CARTESIAN COORDINATES (ANGSTROEM)
C 2.4794 -0.4490 -0.0911
C 1.0379 -0.1608 -0.6787
C 0.0815 0.3672 0.4341
C -0.7176 -0.8267 1.0317
C -1.7199 -1.0760 -0.1339
C -1.1427 1.1232 -0.0494
C 0.1000 1.8635 0.2755
H 2.9023 0.4919 0.2935
H 3.0414 -0.8172 -0.9190
H 2.5829 -1.2722 0.7076
H 1.1670 0.5019 -1.5698
H 0.6594 -1.1120 -1.0172
H -0.0675 -1.7023 1.2437
H -1.1462 -0.5049 1.9622
H -1.4076 -1.9370 -0.7604
H -2.7059 -1.2186 0.2811
H -2.4506 0.4110 -1.4785
H -1.8504 1.3041 0.7992
H 0.8272 2.2638 -0.4589
H -0.0525 2.5835 1.1128
N -1.6179 0.1665 -0.9845

Computed properties:
**SMILES**: CC[C@]12CCN[C@@H]1C2
**Relative energy (zero: lowest compared OMol25 entry of this formula, charge and spin)**: 90.1 kcal per mole
**Electronic energy**: -8956.02748 eV
**Orbital gap**: 9.398 eV

Atom charges from the Löwdin analysis, given in e for atoms 1 to 6:
1. C -0.09
2. C -0.20
3. C -0.36
4. C -0.11
5. C -0.16
6. C -0.31

***

# 10
Here is a 2-piece molecular cluster, C7H13N overall from the Open Molecules 2025 dataset. Energies are from ωB97M-V/def2-TZVPD.

CARTESIAN COORDINATES (ANGSTROEM)
C 0.5138 -1.4309 0.9271
C -0.1684 -1.8881 -0.3737
C -0.3618 -0.7066 -1.3491
C -0.9254 2.8349 0.2990
C 0.0382 1.9013 0.1262
C 0.9748 1.3228 -0.6220
C 0.8686 0.2073 -1.6066
N -0.3817 -0.9631 1.9558
H 1.2194 -0.6102 0.6872
H 1.1067 -2.2442 1.3432
H 0.5411 -2.5091 -0.9483
H -1.0871 -2.4541 -0.2288
H -1.1268 -0.0552 -0.9184
H -0.8175 -1.0741 -2.2841
H -1.1849 3.2671 1.2495
H -1.2452 3.4925 -0.5067
H 0.5155 1.8035 1.6724
H 1.8203 -0.3291 -1.6277
H 0.6099 0.6574 -2.5846
H -0.2575 -1.2280 2.9160
H -0.6520 0.0060 1.8737

Computed properties:
**Relative energy (zero: lowest compared OMol25 entry of this formula, charge and spin)**: 157.2 kcal per mole
**Electronic energy**: -8953.11813 eV
**Orbital gap**: 6.386 eV

Atom charges from the Löwdin analysis, given in e for atoms 1 to 6:
1. C -0.29
2. C -0.19
3. C -0.22
4. C -0.05
5. C -0.30
6. C -0.01

***

The calculation returns the following max |F| values, one per record and in order: 10.79; 4.19; 5.43; 7.05; 5.46; 7.03; 2.69; 5.50; 2.16; 4.55 eV/Å.